Version w
A cluster of 16 separate species, C16H64O16 in total. Source: the OMol25 dataset; level of theory: the ωB97M-V functional and the def2-TZVPD basis.

```
! wB97M-V def2-TZVPD RIJCOSX def2/J DEFGRID3
* xyz 0 1
C 0.96 -4.03 -2.18
O 1.66 -2.98 -2.83
H 1.55 -5.03 -2.27
H 0.88 -3.69 -1.14
H -0.09 -4.14 -2.55
H 2.47 -3.33 -3.24
C 0.96 2.99 3.42
O 1.20 3.07 2.04
H 0.62 3.87 3.94
H 0.23 2.18 3.61
H 1.89 2.71 3.93
H 0.40 3.44 1.59
C -1.24 4.50 -0.77
O -1.16 3.91 0.53
H -1.90 5.43 -0.76
H -0.26 4.62 -1.28
H -1.81 3.79 -1.36
H -1.96 3.44 0.79
C 1.18 -0.19 -2.58
O 0.68 1.18 -2.34
H 1.10 -0.94 -1.74
H 0.75 -0.62 -3.50
H 2.24 -0.13 -2.75
H -0.07 1.22 -1.76
C 1.51 -2.85 2.55
O 1.42 -2.22 1.30
H 2.17 -3.77 2.50
H 1.87 -2.11 3.33
H 0.51 -3.23 2.72
H 2.28 -2.27 0.92
C -4.13 -1.70 -2.37
O -3.23 -1.46 -1.27
H -3.55 -2.19 -3.21
H -5.08 -2.20 -2.13
H -4.44 -0.70 -2.77
H -2.86 -2.30 -0.96
C -3.68 2.06 2.00
O -3.70 2.57 0.64
H -4.44 1.25 2.12
H -2.74 1.75 2.40
H -4.07 2.81 2.62
H -3.38 1.92 -0.02
C 0.73 3.23 -5.41
O -0.25 2.41 -4.87
H 1.69 3.05 -4.94
H 0.87 3.08 -6.49
H 0.61 4.30 -5.33
H -0.01 2.16 -3.93
C 0.31 -0.09 5.17
O -0.78 -0.47 4.39
H 0.41 -0.77 6.02
H 1.25 -0.12 4.69
H 0.21 0.93 5.56
H -1.54 -0.59 4.97
C 4.95 -0.28 3.58
O 4.33 0.91 3.18
H 5.65 -0.68 2.83
H 5.52 -0.09 4.46
H 4.20 -1.07 3.84
H 3.88 0.71 2.35
C -3.13 -6.05 0.10
O -4.05 -5.03 -0.27
H -2.83 -6.57 -0.84
H -2.16 -5.81 0.63
H -3.68 -6.76 0.71
H -4.33 -4.43 0.46
C -0.51 0.49 0.52
O -1.47 0.69 -0.55
H 0.46 0.14 0.18
H -0.31 1.47 0.95
H -0.92 -0.19 1.28
H -1.97 -0.13 -0.73
C 4.56 -1.42 -1.01
O 3.67 -1.27 0.06
H 4.05 -1.33 -2.04
H 5.42 -0.67 -1.08
H 4.94 -2.43 -1.01
H 3.40 -0.36 0.06
C 3.69 2.69 0.14
O 3.09 1.47 0.56
H 4.74 2.76 0.36
H 3.56 2.93 -0.94
H 3.07 3.48 0.61
H 2.37 1.67 1.21
C -1.97 -2.29 1.56
O -1.17 -2.72 0.43
H -2.48 -1.35 1.36
H -2.69 -3.05 1.71
H -1.29 -2.13 2.41
H -0.21 -2.49 0.55
C -3.35 2.62 -3.87
O -2.90 2.49 -5.16
H -3.39 3.65 -3.58
H -4.40 2.26 -3.80
H -2.70 2.11 -3.07
H -1.91 2.30 -5.13
*
```

The HOMO-LUMO gap is 9.36 eV. The value obtained for the HOMO energy is -9.0 eV.

Atom charges from the Mulliken analysis, given in e for atoms 1 to 5:
1. C -0.213
2. O -0.446
3. H 0.345
4. H -0.075
5. H 0.166

---

Version x
A cluster of 16 separate species, C16H64O16 in total. Source: the OMol25 dataset; level of theory: the ωB97M-V functional and the def2-TZVPD basis.

```
! wB97M-V def2-TZVPD RIJCOSX def2/J DEFGRID3
* xyz 0 1
C 0.91 0.51 4.34
O 0.59 1.89 4.51
H 1.94 0.29 4.69
H 0.76 0.32 3.29
H 0.19 -0.02 4.90
H 0.90 2.14 5.37
C -0.31 1.39 -2.96
O -1.59 1.29 -2.46
H -0.19 1.16 -4.02
H 0.36 0.79 -2.44
H -0.01 2.41 -2.88
H -2.14 1.06 -3.23
C 3.21 3.17 -1.28
O 2.75 4.31 -2.01
H 4.17 2.81 -1.64
H 2.47 2.34 -1.38
H 3.32 3.39 -0.25
H 1.88 4.50 -1.66
C 0.83 -2.15 -2.69
O 1.20 -1.49 -3.82
H 1.70 -2.33 -2.08
H 0.41 -3.05 -2.99
H 0.14 -1.63 -2.08
H 0.38 -1.28 -4.26
C -2.60 -3.26 -0.88
O -2.31 -4.59 -0.68
H -1.71 -2.79 -1.34
H -2.70 -2.78 0.08
H -3.47 -3.03 -1.48
H -1.98 -4.95 -1.51
C 3.24 0.16 1.53
O 2.65 1.31 1.00
H 2.93 0.08 2.54
H 4.30 0.26 1.50
H 2.96 -0.68 1.00
H 2.81 2.09 1.55
C -0.37 3.71 -0.24
O 0.26 4.61 -1.03
H -0.76 4.17 0.67
H 0.20 2.85 0.08
H -1.21 3.31 -0.80
H -0.37 5.22 -1.43
C 0.64 -3.31 0.62
O 2.00 -2.95 0.41
H 0.09 -2.85 1.46
H 0.53 -4.38 0.76
H 0.14 -3.03 -0.31
H 2.49 -3.36 1.13
C 3.50 -0.41 -1.66
O 3.71 -0.79 -2.99
H 4.26 0.21 -1.28
H 3.52 -1.30 -1.03
H 2.55 0.09 -1.58
H 2.87 -1.14 -3.35
C -0.01 0.10 0.39
O -1.14 -0.44 -0.24
H 0.67 0.59 -0.32
H 0.63 -0.61 0.90
H -0.30 0.82 1.08
H -1.31 0.19 -0.96
C -2.29 -1.79 -3.83
O -1.43 -1.06 -4.65
H -3.32 -1.78 -4.26
H -2.35 -1.39 -2.82
H -1.88 -2.82 -3.76
H -1.93 -0.69 -5.34
C -5.04 -0.46 -1.40
O -5.10 -0.74 -2.79
H -5.51 0.47 -1.12
H -4.02 -0.47 -1.09
H -5.54 -1.20 -0.79
H -5.95 -1.19 -2.97
C -3.18 1.67 0.70
O -3.56 2.02 -0.62
H -3.44 0.65 0.96
H -3.83 2.24 1.41
H -2.16 1.81 0.96
H -2.92 1.83 -1.28
C 1.64 -2.62 3.59
O 2.44 -3.69 3.21
H 0.52 -2.89 3.62
H 1.89 -1.74 2.99
H 2.02 -2.36 4.64
H 2.53 -4.20 4.00
C -1.73 -1.24 2.91
O -2.05 -1.18 4.29
H -2.08 -2.22 2.47
H -0.67 -1.17 2.70
H -2.15 -0.44 2.41
H -2.79 -1.77 4.46
C 1.86 3.86 2.53
O 3.20 3.38 2.43
H 1.78 4.84 2.04
H 1.56 4.09 3.51
H 1.11 3.16 2.19
H 3.74 4.13 2.20
*
```

The HOMO-LUMO gap is 9.16 eV. The value obtained for the HOMO energy is -9.0 eV.

Atom charges from the Mulliken analysis, given in e for atoms 1 to 5:
1. C -0.238
2. O -0.505
3. H 0.424
4. H -0.365
5. H 0.432

---

Version y
A cluster of 16 separate species, C16H64O16 in total. Source: the OMol25 dataset; level of theory: the ωB97M-V functional and the def2-TZVPD basis.

```
! wB97M-V def2-TZVPD RIJCOSX def2/J DEFGRID3
* xyz 0 1
C 0.70 1.61 -2.97
O 1.61 0.60 -2.49
H 0.42 2.34 -2.22
H -0.25 1.11 -3.27
H 1.09 1.98 -3.88
H 2.46 0.98 -2.57
C -0.73 4.84 -1.16
O -0.63 5.44 0.11
H -1.61 5.16 -1.76
H -0.75 3.77 -1.00
H 0.17 5.13 -1.74
H -0.43 6.40 0.04
C 1.21 -3.06 2.13
O 1.63 -2.62 3.37
H 0.59 -3.90 2.24
H 2.13 -3.31 1.59
H 0.70 -2.27 1.55
H 1.96 -1.71 3.30
C -3.55 1.37 -1.53
O -2.30 1.98 -1.75
H -3.49 0.87 -0.54
H -3.60 0.64 -2.32
H -4.32 2.14 -1.55
H -2.40 2.57 -2.52
C 4.85 0.80 0.16
O 3.61 0.69 0.83
H 4.74 0.95 -0.88
H 5.39 -0.15 0.35
H 5.45 1.65 0.55
H 3.12 1.50 0.75
C -2.13 -1.62 -1.87
O -3.08 -2.01 -2.80
H -1.49 -0.76 -2.10
H -1.42 -2.44 -1.80
H -2.62 -1.56 -0.90
H -3.41 -2.87 -2.54
C -0.04 0.07 0.27
O -0.35 1.45 0.24
H -0.79 -0.65 0.60
H 0.72 -0.11 0.97
H 0.21 -0.28 -0.73
H -0.95 1.66 -0.46
C 3.36 -1.67 -1.36
O 2.46 -1.39 -0.35
H 4.33 -1.75 -0.90
H 3.41 -0.91 -2.11
H 3.08 -2.59 -1.79
H 2.73 -0.63 0.15
C -3.37 3.95 0.71
O -3.90 3.84 2.00
H -2.45 3.35 0.61
H -3.11 4.96 0.60
H -4.14 3.74 -0.04
H -4.56 4.54 2.10
C -2.37 -3.16 1.06
O -2.86 -3.87 2.18
H -2.40 -2.06 1.25
H -3.06 -3.39 0.23
H -1.40 -3.36 0.76
H -3.81 -3.90 2.12
C -1.42 -2.09 4.20
O -1.29 -3.47 4.37
H -1.11 -1.75 3.21
H -0.75 -1.60 4.89
H -2.46 -1.69 4.42
H -1.76 -3.84 3.62
C 2.61 3.34 -0.62
O 2.06 2.81 0.56
H 2.83 2.57 -1.38
H 3.52 3.95 -0.40
H 1.89 4.07 -1.10
H 1.22 2.43 0.37
C 1.55 0.62 3.83
O 2.57 -0.22 3.29
H 1.99 1.34 4.51
H 0.84 -0.05 4.33
H 1.03 1.15 3.08
H 3.07 0.26 2.59
C 1.49 -2.30 -4.60
O 0.65 -1.74 -3.61
H 2.38 -2.71 -4.15
H 1.79 -1.53 -5.32
H 1.04 -3.03 -5.18
H 1.10 -1.03 -3.18
C -2.77 0.73 2.31
O -1.48 0.96 2.80
H -3.47 1.43 2.66
H -3.12 -0.23 2.60
H -2.62 0.69 1.25
H -1.17 1.73 2.28
C 0.76 -4.37 -1.96
O 0.81 -3.70 -0.77
H 0.07 -3.97 -2.68
H 0.65 -5.47 -1.79
H 1.73 -4.37 -2.38
H 1.37 -2.98 -0.97
*
```

The HOMO-LUMO gap is 8.18 eV. The value obtained for the HOMO energy is -8.2 eV.

Atom charges from the Mulliken analysis, given in e for atoms 1 to 5:
1. C -0.830
2. O -0.533
3. H 0.165
4. H 0.116
5. H 0.623

---

Q: Which of them is the most stable? A: version w.

---

Version w
A structure of composition C2H7N3OS. Source: the OMol25 dataset; level of theory: the ωB97M-V functional and the def2-TZVPD basis.

```
! wB97M-V def2-TZVPD RIJCOSX def2/J DEFGRID3
* xyz 0 1
C -0.49 -1.87 -0.19
C 0.13 0.60 -0.34
H 0.39 -2.45 0.73
H -1.57 -1.77 0.54
H -0.77 -2.78 -1.20
H -0.41 -0.65 -1.94
H -1.48 1.49 -0.40
H -0.18 2.70 0.73
H 2.85 0.38 1.84
N -0.25 -0.67 -0.99
N -0.50 1.78 -0.87
N 0.81 0.70 0.76
O -0.12 2.97 -0.35
S 1.60 -0.43 1.67
*
```

The HOMO-LUMO gap is 8.73 eV. The value obtained for the HOMO energy is -8.2 eV.

Atom charges from the Mulliken analysis, given in e for atoms 1 to 5:
1. C -0.727
2. C 0.607
3. H 0.188
4. H 0.231
5. H 0.249

---

Version x
An isolated molecule of C2H7N3OS. Source: the OMol25 dataset; level of theory: the ωB97M-V functional and the def2-TZVPD basis.

```
! wB97M-V def2-TZVPD RIJCOSX def2/J DEFGRID3
* xyz 0 1
C -0.60 1.68 -0.22
O 0.44 0.88 0.34
C 0.52 -0.41 -0.12
N 1.61 -1.01 -0.13
S 3.03 -0.06 0.10
N -0.63 -1.16 -0.50
N -1.69 -1.14 0.46
H -0.21 2.70 -0.40
H -1.41 1.74 0.50
H -0.97 1.26 -1.13
H 3.83 -1.13 0.13
H -0.31 -2.09 -0.59
H -1.31 -0.92 1.41
H -2.30 -0.34 0.14
*
```

The HOMO-LUMO gap is 9.17 eV. The value obtained for the HOMO energy is -8.4 eV.

Atom charges from the Mulliken analysis, given in e for atoms 1 to 5:
1. C -0.800
2. O -0.402
3. C 0.627
4. N -0.501
5. S -0.158

---

Q: Which of them is the most stable? A: version x.

---

Version w
An isolated molecule of C2H7N3OS. Source: the OMol25 dataset; level of theory: the ωB97M-V functional and the def2-TZVPD basis.

```
! wB97M-V def2-TZVPD RIJCOSX def2/J DEFGRID3
* xyz 0 1
C -2.39 -0.33 0.48
O -1.74 -0.14 -0.87
N -0.39 -0.38 -0.63
C 0.39 0.74 -0.31
S -0.23 2.31 -0.18
N 1.72 0.66 -0.22
N 2.33 -0.72 0.02
H -3.29 0.31 0.02
H -1.88 0.29 1.33
H -2.43 -1.47 0.76
H 0.02 -1.26 -0.79
H 2.19 1.63 0.25
H 2.97 -0.84 -0.80
H 2.73 -0.80 0.93
*
```

The HOMO-LUMO gap is 8.65 eV. The value obtained for the HOMO energy is -8.1 eV.

Atom charges from the Mulliken analysis, given in e for atoms 1 to 5:
1. C -0.435
2. O -0.246
3. N -0.155
4. C 0.293
5. S -0.405

---

Version x
An isolated molecule of C2H7N3OS. Source: the OMol25 dataset; level of theory: the ωB97M-V functional and the def2-TZVPD basis.

```
! wB97M-V def2-TZVPD RIJCOSX def2/J DEFGRID3
* xyz 0 1
C -0.38 1.86 0.08
N 0.55 0.77 -0.37
C 0.25 -0.52 0.15
N 1.13 -1.45 0.13
O 2.28 -0.95 -0.42
N -1.04 -0.83 0.67
S -2.41 -0.82 -0.35
H -0.44 2.73 -0.70
H -1.46 1.28 0.18
H -0.04 2.14 1.03
H 1.64 0.94 -0.33
H 3.02 -1.62 -0.09
H -0.92 -1.68 1.20
H -2.19 -1.85 -1.19
*
```

The HOMO-LUMO gap is 9.31 eV. The value obtained for the HOMO energy is -8.5 eV.

Atom charges from the Mulliken analysis, given in e for atoms 1 to 5:
1. C -0.571
2. N -0.308
3. C 0.501
4. N -0.528
5. O -0.409

---

Q: Which of them is the most stable? A: version x.